Entry from OMol25: C42H54AlBr2F3NO2 as an isolated structure at a distorted geometry (ωB97M-V with the def2-TZVPD basis set).

* total charge: -1
* multiplicity: 1

The geometry in XYZ format:
```
105
Properties=species:S:1:pos:R:3:forces:R:3
C -3.5398 3.1993 0.2112 -0.29 0.98 0.33
C -4.1182 3.0363 1.6638 0.20 -0.30 0.03
C -3.1608 2.3166 2.6971 -1.34 -0.21 0.52
C -3.8625 2.4561 4.1337 -0.08 -0.41 -1.00
Al -1.2283 2.9629 2.7002 -0.36 0.25 -0.65
C -0.2439 2.0668 1.1507 -0.50 -0.19 -1.25
C -0.9448 0.7072 0.6794 1.36 -0.69 1.48
C 0.1183 -0.3539 0.1401 -1.08 0.14 -0.33
C -0.4414 -1.8349 0.2197 1.04 0.95 -1.35
N -0.5762 -2.3402 1.6106 -1.83 -1.20 -0.43
C -1.9238 -2.5195 2.0257 -0.98 -0.29 0.89
C -2.2731 -3.7177 2.9986 0.65 0.43 0.18
O -2.8558 -1.8279 1.6716 0.84 -0.08 -0.26
C -1.0361 5.0075 2.3776 0.99 -0.33 1.08
O -2.2815 5.6510 1.9270 0.44 1.24 0.56
C -2.5803 6.7273 2.7352 -1.32 1.23 1.49
C -3.6719 6.5281 3.7016 0.81 1.36 -0.16
C -4.1201 7.5533 4.6250 1.11 0.07 -1.54
C -5.2605 7.1774 5.6210 0.90 -0.13 -0.17
C -3.4675 8.8568 4.5489 0.40 -1.70 -1.08
C -2.3794 9.0684 3.5984 -0.91 -1.55 0.28
C -1.8948 8.0203 2.6891 -0.99 -0.16 1.30
C -0.7042 8.2560 1.7111 -0.28 0.89 -0.29
C -0.0704 9.7083 1.8390 0.01 -0.45 -0.44
C -1.2196 8.0862 0.2260 -0.01 0.00 -0.02
C -0.4289 2.6212 4.5583 0.65 -1.41 -0.03
Br -0.6156 4.0897 5.8972 0.05 -0.62 -0.56
C 0.2166 1.5080 5.0025 -0.24 1.91 1.56
C 0.7999 1.4571 6.4652 0.19 -0.46 -0.67
Br 0.4121 -0.0259 3.8193 -0.09 0.71 0.80
H -3.5031 2.2517 -0.3810 -0.15 0.72 0.59
H -2.5129 3.6452 0.2393 -0.79 -0.44 0.00
H -4.1861 3.9660 -0.3103 0.63 -0.92 0.19
H -4.3998 4.0397 2.0946 0.41 -0.82 -0.65
H -5.0874 2.4644 1.5780 0.72 0.41 0.16
H -3.2242 1.2094 2.4643 0.27 1.01 0.14
H -3.5158 1.6252 4.8044 -0.21 0.97 -0.33
H -3.6844 3.4660 4.5811 -0.04 -0.86 -0.12
H -4.9769 2.3344 3.9851 0.89 0.11 0.33
H 0.8604 1.9354 1.3011 -0.83 -0.09 -0.13
H -0.3526 2.7675 0.2636 0.32 -0.44 0.89
H -1.4024 0.2147 1.5822 0.20 0.54 -0.92
H -1.7745 0.8720 -0.0482 0.76 -0.12 0.45
H 0.3117 -0.0450 -0.9405 0.14 -0.80 1.44
H 1.0590 -0.3429 0.7530 -0.77 0.31 -0.60
H 0.2901 -2.5228 -0.2990 -0.69 0.66 0.47
H -1.3978 -1.8676 -0.3593 0.54 -0.15 0.76
H -0.1473 -3.2635 1.6811 0.24 0.49 0.19
H -2.1646 -4.6660 2.4126 0.00 0.62 0.70
H -3.3248 -3.6239 3.3752 0.97 0.10 -0.71
H -1.6211 -3.7108 3.9170 -0.34 -0.21 -1.05
H -0.1667 5.1430 1.6708 -0.98 0.30 0.15
H -0.7328 5.5377 3.3298 -0.16 -0.59 -0.89
H -4.1639 5.5273 3.7366 0.58 0.92 -0.13
H -5.3931 6.0604 5.5745 0.02 1.13 0.11
H -4.9195 7.4399 6.6586 -0.56 -0.17 -0.85
H -6.2395 7.6661 5.3871 0.87 -0.28 0.21
H -3.8125 9.6645 5.2314 0.45 -0.57 -0.65
H -1.9152 10.0786 3.5914 -0.32 -1.00 -0.04
H 0.1219 7.5200 1.8984 -0.88 0.52 -0.07
H -0.8376 10.5192 1.8894 0.51 -0.70 -0.06
H 0.5051 9.8772 0.8866 -0.30 -0.05 1.07
H 0.6158 9.8066 2.7168 -0.60 -0.09 -0.67
H -0.6010 8.6822 -0.4989 -0.42 -0.53 0.70
H -2.2719 8.4781 0.1617 0.94 -0.52 -0.04
H -1.1777 7.0155 -0.0975 -0.30 0.90 0.35
H -0.0263 1.5669 7.2185 0.74 -0.23 -0.74
H 1.4783 2.3439 6.5964 -0.60 -0.88 -0.11
H 1.3866 0.5205 6.6588 -0.62 0.80 -0.20
F 1.0203 0.0113 -3.0413 -0.02 0.04 -0.19
C 2.1082 -0.6623 -3.4440 0.39 -0.24 -0.13
C 3.3231 -0.4134 -2.8315 0.06 0.19 0.22
C 4.4487 -1.1147 -3.2448 -0.25 -0.10 -0.20
C 4.3488 -2.0480 -4.2716 0.08 0.03 0.06
C 3.1213 -2.2847 -4.8822 0.05 0.17 0.23
C 1.9926 -1.5917 -4.4622 -0.17 -0.04 -0.09
H 3.3826 0.3226 -2.0392 -0.08 -0.03 -0.01
H 5.4041 -0.9336 -2.7671 -0.06 0.02 -0.01
H 5.2275 -2.5897 -4.5945 -0.07 0.07 0.04
H 3.0434 -3.0075 -5.6835 -0.03 0.06 0.06
H 1.0269 -1.7686 -4.9192 0.01 0.05 0.04
F 5.0009 -4.1698 -6.1654 0.12 -0.10 -0.19
C 4.9871 -5.5118 -6.2637 0.00 -0.63 -0.05
C 5.2518 -6.1050 -7.4847 0.06 0.16 -0.22
C 5.2418 -7.4907 -7.5830 -0.09 0.08 0.30
C 4.9571 -8.2647 -6.4630 0.02 -0.09 -0.11
C 4.6882 -7.6539 -5.2436 0.06 0.08 -0.24
C 4.7083 -6.2689 -5.1407 -0.06 0.14 0.25
H 5.4633 -5.4851 -8.3473 0.00 0.02 0.06
H 5.4550 -7.9673 -8.5324 -0.01 0.06 0.03
H 4.9453 -9.3441 -6.5416 0.05 0.31 -0.01
H 4.4623 -8.2572 -4.3720 0.01 0.05 -0.03
H 4.5097 -5.7756 -4.1969 -0.01 0.04 -0.05
F 4.6112 -11.2530 -6.0643 0.07 -0.33 0.00
C 3.4789 -11.4708 -5.3675 -0.57 -0.12 0.34
C 3.5270 -12.2437 -4.2220 0.26 -0.08 0.07
C 2.3602 -12.4633 -3.5014 -0.11 0.14 -0.19
C 1.1598 -11.9166 -3.9407 -0.06 -0.03 0.06
C 1.1256 -11.1458 -5.0964 0.14 -0.12 0.14
C 2.2931 -10.9161 -5.8126 0.03 0.14 -0.25
H 4.4702 -12.6676 -3.9003 -0.01 0.04 -0.03
H 2.3866 -13.0607 -2.5983 0.03 0.02 -0.06
H 0.2494 -12.0922 -3.3797 0.05 0.02 -0.04
H 0.1893 -10.7233 -5.4402 0.08 0.01 0.00
H 2.2874 -10.3107 -6.7105 0.03 -0.02 0.02
```
Forces are in eV/Å.

These are the Mulliken partial charges, in e, on atoms 1 to 99: -0.930 -0.398 1.078 -1.397 -1.355 -0.450 0.156 -0.095 -0.861 -0.054 0.616 -1.254 -0.538 -0.651 -0.079 -0.278 0.355 0.462 -1.240 -0.865 -0.613 0.540 1.084 -1.565 -1.089 0.152 -0.290 0.297 -1.349 -0.135 0.277 -0.036 0.416 -0.066 0.531 0.126 0.270 0.185 0.422 0.443 0.291 -0.350 0.157 -0.028 0.337 0.436 0.220 0.325 0.337 0.304 0.301 0.254 0.486 -0.162 0.290 0.317 0.284 0.305 0.122 0.221 0.331 0.401 0.326 0.407 0.271 0.116 0.280 0.328 0.295 -0.308 0.315 -0.254 -0.518 -0.361 -0.244 -0.626 0.460 0.357 0.400 0.334 0.408 -0.246 0.272 -0.429 -0.696 -0.447 -0.607 -0.123 0.410 0.372 0.686 0.385 0.469 -0.361 0.304 -0.478 -0.383 -0.450 -0.409

=====

Entry from OMol25: C42H54AsCl4Ge2N4O3RbS3 as an isolated structure (ωB97M-V with the def2-TZVPD basis set).

* total charge: -2
* ΔE to the lowest compared entry with this formula, charge and spin: 11.0 kcal/mol
* multiplicity: 1

The geometry in XYZ format:
```
114
Properties=species:S:1:pos:R:3:forces:R:3
Rb -1.0228 0.8764 0.1297 -0.09 -0.27 -0.18
C 4.2428 -0.6461 -1.2208 0.08 -0.03 0.00
C 3.9984 0.2971 -0.0472 0.01 -0.03 -0.02
Ge 3.1228 -0.5715 1.4783 -0.01 0.06 0.00
C 2.9028 0.6864 2.9707 0.03 0.01 0.03
C 1.9017 0.2120 4.0205 0.01 -0.03 0.03
C 4.1323 -2.2158 1.9205 0.04 0.00 0.01
C 3.3274 -3.2620 1.6538 -0.02 -0.08 0.03
Ge 1.5751 -2.4242 1.1580 0.04 0.04 -0.07
C 0.2921 -2.8054 2.5957 -0.03 0.01 -0.02
C -0.3524 -4.1857 2.4860 0.00 -0.01 -0.01
C 0.7429 -2.6991 -0.6075 0.00 -0.03 0.01
C 0.7638 -4.0918 -1.2313 0.00 0.00 0.01
C 3.6958 -4.6841 1.8574 -0.01 0.08 0.02
C 2.9653 -5.7017 1.2476 -0.01 0.00 0.00
C 3.2971 -7.0364 1.4264 0.01 -0.03 0.02
C 4.3661 -7.3867 2.2378 -0.02 -0.03 -0.01
C 5.0931 -6.3865 2.8705 0.01 0.00 0.01
C 4.7595 -5.0557 2.6841 0.04 0.00 0.02
H 4.8221 -0.1626 -2.0119 -0.01 0.00 -0.01
H 3.3015 -0.9639 -1.6688 -0.04 -0.02 -0.01
H 4.7861 -1.5423 -0.9077 -0.01 0.00 -0.02
H 3.3608 1.1303 -0.3382 -0.01 0.02 -0.01
H 4.9453 0.7050 0.3267 -0.02 0.03 -0.01
H 2.5640 1.6226 2.5267 0.01 -0.04 0.00
H 3.8859 0.8618 3.4199 0.01 0.01 0.00
H 0.9123 0.0674 3.5819 0.00 0.01 0.00
H 1.7911 0.9365 4.8305 0.00 0.00 0.01
H 2.2091 -0.7398 4.4622 -0.02 -0.01 0.01
H 5.1567 -2.3504 2.2740 0.01 0.00 0.01
H -0.4825 -2.0393 2.5392 -0.01 0.02 0.02
H 0.8119 -2.6856 3.5487 0.01 0.00 0.01
H -0.9149 -4.2758 1.5557 -0.01 0.01 -0.02
H -1.0632 -4.3554 3.3006 0.00 -0.02 0.01
H 0.3899 -4.9877 2.5224 0.01 0.00 0.02
H 1.1833 -1.9794 -1.2985 0.00 0.03 -0.01
H -0.2928 -2.3796 -0.4622 -0.03 0.00 0.00
H 1.7832 -4.4205 -1.4449 0.03 -0.02 0.01
H 0.2169 -4.0892 -2.1772 0.00 -0.01 -0.01
H 0.2946 -4.8394 -0.5874 -0.01 -0.01 0.01
H 2.1219 -5.4372 0.6257 -0.04 0.02 -0.06
H 2.7110 -7.8038 0.9358 0.00 -0.01 0.00
H 4.6239 -8.4281 2.3871 0.00 0.00 0.00
H 5.9201 -6.6466 3.5207 0.00 0.00 0.00
H 5.3227 -4.2869 3.1977 0.00 0.00 0.00
Cl -4.8954 4.5133 5.7059 0.00 0.01 0.01
C -3.9101 4.1554 4.3131 -0.02 -0.01 0.01
C -3.4030 5.1674 3.5367 -0.02 0.03 0.06
Cl -3.7121 6.8322 3.9495 0.00 0.01 0.00
C -2.6442 4.8499 2.3994 -0.03 0.00 -0.12
Cl -1.9967 6.1285 1.3977 -0.01 -0.01 0.01
C -2.3987 3.5306 1.9718 0.10 0.06 0.11
O -1.7800 3.2484 0.9030 -0.02 0.18 -0.06
C -2.8503 2.4426 2.8619 0.06 -0.11 -0.11
O -2.5278 1.2261 2.5709 -0.05 0.02 0.07
C -3.6271 2.8154 3.9602 -0.06 0.07 0.15
Cl -4.2282 1.5438 5.0117 0.03 -0.05 -0.04
S 1.0835 0.5580 -2.9546 -0.12 -0.04 0.00
C -0.3294 0.8041 -3.9064 -0.16 -0.13 -0.18
N -0.6217 1.7464 -4.7247 0.00 0.09 0.00
N 0.3512 2.7064 -4.8460 -0.01 -0.04 0.05
C 0.2024 3.7606 -5.6894 0.06 0.00 0.01
C 1.2550 4.6820 -5.8336 0.00 0.00 0.00
C 1.1254 5.7738 -6.6697 0.03 0.02 0.01
C -0.0433 5.9893 -7.3913 -0.03 0.00 -0.01
C -1.0838 5.0780 -7.2484 -0.01 0.04 -0.03
C -0.9777 3.9785 -6.4168 -0.02 -0.03 0.01
N -1.3094 -0.2658 -3.8624 0.20 0.14 0.23
N -2.3209 0.0168 -3.2129 0.23 -0.29 0.19
C -3.2404 -1.0887 -3.0829 -0.15 0.21 -0.38
C -2.9935 -2.3655 -3.5796 0.06 0.04 0.07
C -3.9528 -3.3500 -3.4320 -0.09 0.00 0.04
C -5.1605 -3.0653 -2.7995 0.03 -0.03 -0.03
C -5.4021 -1.7914 -2.3124 0.02 0.02 0.02
C -4.4406 -0.8013 -2.4554 0.03 -0.03 0.07
H 1.2216 2.5306 -4.3536 -0.01 -0.01 -0.01
H 2.1718 4.5251 -5.2756 0.00 0.00 0.00
H 1.9515 6.4710 -6.7570 0.00 0.00 0.00
H -0.1427 6.8486 -8.0417 0.00 0.00 0.00
H -2.0081 5.2298 -7.7946 0.00 0.00 -0.01
H -1.7910 3.2781 -6.3006 -0.01 -0.01 0.00
H -2.0503 -2.5618 -4.0695 0.02 0.00 0.01
H -3.7625 -4.3472 -3.8103 0.00 0.00 0.01
H -5.9071 -3.8415 -2.6834 0.00 -0.01 0.01
H -6.3316 -1.5689 -1.8039 -0.02 0.00 -0.01
H -4.5943 0.1969 -2.0682 0.00 0.04 0.00
C -2.9281 -1.3549 3.9588 -0.02 0.20 0.01
As -3.9209 -1.2410 2.3155 -0.10 -0.44 -0.28
C -5.2289 -2.6616 2.6410 0.05 0.02 0.00
C -5.1641 0.1701 1.8964 0.06 0.03 0.11
S -2.7630 -1.8854 0.6772 -0.18 -0.02 0.04
H -3.5748 -1.2006 4.8184 -0.03 0.00 -0.01
H -2.1539 -0.5942 3.9322 -0.01 0.02 0.01
H -2.5198 -2.3664 3.9505 0.01 0.01 0.01
H -5.8875 -2.3922 3.4693 0.01 0.01 0.00
H -4.7009 -3.5865 2.8715 0.01 0.03 -0.01
H -5.8150 -2.8058 1.7342 0.01 0.00 0.00
H -5.7925 0.3732 2.7615 0.01 0.04 0.03
H -5.7584 -0.2355 1.0759 -0.01 0.02 0.01
H -4.6280 1.0636 1.5981 0.05 -0.02 0.02
O 1.4138 2.1525 0.4863 0.13 0.38 0.01
S 1.2298 3.6345 0.2720 0.00 -0.11 0.13
C 2.7278 4.4005 1.0078 0.04 0.00 0.01
C 3.5243 5.0809 -0.0999 0.01 0.00 -0.01
C 3.3184 4.2198 -1.3437 0.03 0.00 0.00
C 1.8189 3.9855 -1.4121 -0.07 -0.09 -0.03
H 3.2651 3.5468 1.4256 -0.01 0.02 0.00
H 2.4206 5.0638 1.8140 0.01 0.02 0.02
H 4.5765 5.1857 0.1738 0.00 -0.01 0.00
H 3.1295 6.0842 -0.2819 0.01 0.01 0.00
H 3.8358 3.2634 -1.2312 0.00 0.00 0.00
H 3.6958 4.6989 -2.2496 -0.01 0.00 0.00
H 1.5103 3.1196 -2.0019 0.00 0.01 -0.05
H 1.2793 4.8713 -1.7541 -0.01 0.02 0.00
```
Forces are in eV/Å.

These are the Mulliken partial charges, in e, on atoms 1 to 99: 0.993 -1.300 0.396 0.555 0.098 -1.155 -0.126 -0.776 -0.632 0.486 -1.229 1.192 -1.516 0.514 0.409 -0.909 -0.355 -0.703 -0.532 0.341 0.198 0.361 -0.588 0.511 -0.296 0.503 0.103 0.450 0.312 0.227 -0.408 0.442 0.181 0.386 0.386 -0.047 -0.318 0.390 0.325 0.304 0.433 0.378 0.365 0.365 0.342 -0.280 -0.051 0.411 -0.270 0.200 -0.261 -0.272 -0.768 -1.241 0.056 0.560 -0.265 -0.425 0.083 -0.934 0.399 0.550 -0.449 -0.439 -0.575 -0.443 -0.435 -0.151 -0.132 0.137 -0.158 -0.621 -0.482 -0.432 -0.206 0.138 0.363 0.324 0.349 0.320 0.405 0.448 0.354 0.361 0.372 0.414 -0.954 1.046 -1.230 -0.990 -0.736 0.476 0.189 0.221 0.380 0.318 0.304 0.363 0.346

=====

Computed values of HOMO-LUMO gap (unit: Eh) for the preceding records, in sequence: 0.237, 0.174.
Computed values of LUMO (unit: Eh) for the preceding records, in sequence: 0.0624, 0.1280.